<a>
An isolated molecule of C3H3NOS3. Source: OMol25; level of theory: ωB97M-V/def2-TZVPD.

The SMILES is S=C1CSC(=S)ON1. The molecular weight is 165.3 g mol⁻¹.

```
! RIJCOSX wB97M-V def2-TZVPD def2/J DEFGRID3
* xyz 0 1
S -2.658 -0.297 -0.779
C -1.091 -0.043 -0.178
C -0.478 1.048 0.349
S 0.966 1.354 -0.519
C 1.751 -0.096 -0.156
S 3.238 -0.484 -0.716
O 0.849 -0.913 0.625
N -0.361 -1.082 -0.306
H -0.294 0.740 1.468
H -1.261 1.813 0.305
H -0.660 -2.039 -0.094
*
```

These are the natural (NBO) partial charges, in e, on atoms 1 to 4: S -0.1376; C 0.1364; C -0.7139; S 0.4555

<b>
An isolated molecule of C3H3NOS3. Source: OMol25; level of theory: ωB97M-V/def2-TZVPD.

The SMILES is O=CC(=S)N(S)C=S. The molecular weight is 165.3 g mol⁻¹.

```
! RIJCOSX wB97M-V def2-TZVPD def2/J DEFGRID3
* xyz 0 1
O -1.830 -2.253 -0.498
C -2.134 -1.060 -0.463
C -1.192 0.141 -0.211
S -2.034 1.329 0.475
N 0.252 0.027 -0.037
S 1.192 1.442 0.709
C 0.982 -1.169 -0.238
S 2.683 -0.826 -0.585
H -3.146 -0.731 -0.839
H 0.234 2.070 1.186
H 0.391 -2.102 -0.232
*
```

These are the natural (NBO) partial charges, in e, on atoms 1 to 4: O -0.5032; C 0.3722; C -0.0734; S 0.0822

Stability, highest: <b>

<a>
A cluster of 2 separate species, C6H15NO in total. Source: OMol25; level of theory: ωB97M-V/def2-TZVPD.

The SMILES is CCN1CCCC1.O. The molecular weight is 117.2 g mol⁻¹.

```
! RIJCOSX wB97M-V def2-TZVPD def2/J DEFGRID3
* xyz 0 1
C 1.446 -0.428 2.623
C 1.836 0.205 1.250
N 0.865 -0.177 0.230
C 1.515 -0.043 -1.115
C 0.843 1.240 -1.796
C -0.163 1.782 -0.750
C -0.349 0.625 0.242
H 0.422 -0.181 2.952
H 2.098 -0.410 3.488
H 1.375 -1.499 2.382
H 1.881 1.298 1.382
H 2.767 -0.323 1.005
H 1.195 -0.883 -1.725
H 2.555 0.218 -1.022
H 0.408 0.989 -2.761
H 1.582 2.026 -1.903
H -1.152 2.109 -1.108
H 0.148 2.735 -0.334
H -1.285 0.106 0.014
H -0.501 0.967 1.285
O -5.657 -3.733 -1.187
H -5.425 -3.497 -2.103
H -6.404 -3.125 -1.048
*
```

These are the natural (NBO) partial charges, in e, on atoms 1 to 4: C -0.6269; C -0.2198; N -0.4475; C -0.2268

<b>
A cluster of 2 separate species, C6H15NO in total. Source: OMol25; level of theory: ωB97M-V/def2-TZVPD.

The SMILES is CCC/C=C/NC.O. The molecular weight is 117.2 g mol⁻¹.

```
! RIJCOSX wB97M-V def2-TZVPD def2/J DEFGRID3
* xyz 0 1
C -2.471 0.987 -0.664
C -2.453 0.767 0.840
C -1.621 -0.424 1.298
C -0.150 -0.234 0.958
C 0.492 -1.116 0.204
N 1.809 -0.985 -0.212
C 2.680 -0.163 0.604
H -1.446 1.132 -1.002
H -3.035 1.869 -0.963
H -2.917 0.119 -1.149
H -2.219 1.685 1.388
H -3.468 0.701 1.262
H -1.701 -0.457 2.388
H -1.946 -1.353 0.825
H 0.300 0.477 1.642
H 0.043 -2.069 -0.047
H 2.334 -1.765 -0.567
H 2.358 0.855 0.528
H 2.564 -0.380 1.673
H 3.741 -0.174 0.385
O 1.390 0.798 -2.424
H 1.616 0.417 -1.563
H 0.932 1.599 -2.144
*
```

These are the natural (NBO) partial charges, in e, on atoms 1 to 4: C -0.6115; C -0.3975; C -0.4139; C -0.3055

<c>
A structure of composition C6H15NO. Source: OMol25; level of theory: ωB97M-V/def2-TZVPD.

The molecular weight is 117.2 g mol⁻¹.

```
! RIJCOSX wB97M-V def2-TZVPD def2/J DEFGRID3
* xyz 0 1
C 1.956 -1.218 0.499
O 2.299 -1.478 -0.897
C 2.281 0.252 0.815
C 1.552 1.263 -0.008
C -0.246 1.352 -0.345
C -1.037 0.160 0.103
N -2.414 0.301 -0.359
C -3.223 -0.887 -0.158
H 2.587 -1.875 1.073
H 0.884 -1.318 0.557
H 2.048 -0.608 -1.241
H 2.118 0.300 1.901
H 3.349 0.468 0.764
H 2.044 1.847 -0.767
H 0.799 1.849 0.416
H -0.848 2.246 -0.144
H -0.100 1.466 -1.416
H -0.998 0.034 1.182
H -0.619 -0.751 -0.349
H -2.332 0.394 -1.365
H -3.494 -1.061 0.888
H -2.606 -1.806 -0.236
H -3.999 -0.930 -0.912
*
```

These are the natural (NBO) partial charges, in e, on atoms 1 to 4: C -0.0721; O -0.7300; C -0.4585; C -0.5306

Stability, highest: <b>

<a>
An isolated molecule of C6H15NO. Source: OMol25; level of theory: ωB97M-V/def2-TZVPD.

The SMILES is CCCCCNCO. The molecular weight is 117.2 g mol⁻¹.

```
! RIJCOSX wB97M-V def2-TZVPD def2/J DEFGRID3
* xyz 0 1
C 2.816 -1.486 -1.549
C 2.360 -0.625 -0.310
C 1.245 -1.320 0.427
C -0.102 -1.444 -0.272
C -0.768 -0.100 -0.556
N -1.234 0.648 0.613
C -1.744 1.955 0.370
O -2.676 2.339 1.346
H 3.917 -1.476 -1.516
H 2.708 -0.860 -2.448
H 2.343 -2.456 -1.449
H 3.219 -0.547 0.380
H 1.908 0.309 -0.645
H 0.960 -0.653 1.275
H 1.512 -2.266 0.927
H -0.065 -1.950 -1.252
H -0.787 -2.069 0.301
H -1.662 -0.326 -1.169
H -0.197 0.567 -1.212
H -0.669 0.505 1.432
H -2.169 2.100 -0.636
H -0.938 2.721 0.496
H -3.045 1.602 1.857
*
```

These are the natural (NBO) partial charges, in e, on atoms 1 to 4: C -0.6351; C -0.4030; C -0.3938; C -0.4120

<b>
An isolated molecule of C6H15NO. Source: OMol25; level of theory: ωB97M-V/def2-TZVPD.

The SMILES is NCCCCCCO. The molecular weight is 117.2 g mol⁻¹.

```
! RIJCOSX wB97M-V def2-TZVPD def2/J DEFGRID3
* xyz 0 1
N 2.771 0.047 0.037
C 2.026 1.160 0.693
C 0.977 0.629 1.749
C -0.056 -0.417 1.270
C -0.507 -0.096 -0.187
C -1.643 -1.024 -0.720
C -2.436 -0.467 -1.956
O -1.607 0.449 -2.662
H 2.183 -0.810 0.099
H 3.535 -0.142 0.675
H 1.689 1.903 -0.009
H 2.825 1.719 1.343
H 1.584 0.162 2.517
H 0.450 1.495 2.166
H 0.341 -1.418 1.475
H -0.953 -0.259 1.896
H 0.291 -0.306 -0.959
H -0.655 1.000 -0.185
H -1.113 -1.921 -1.076
H -2.212 -1.424 0.124
H -2.794 -1.160 -2.739
H -3.437 -0.126 -1.605
H -1.260 1.005 -1.948
*
```

These are the natural (NBO) partial charges, in e, on atoms 1 to 4: N -0.8285; C -0.2180; C -0.4138; C -0.4120

<c>
A cluster of 2 separate species, C6H15NO in total. Source: OMol25; level of theory: ωB97M-V/def2-TZVPD.

The SMILES is CCN1CCCC1.O. The molecular weight is 117.2 g mol⁻¹.

```
! RIJCOSX wB97M-V def2-TZVPD def2/J DEFGRID3
* xyz 0 1
C 2.161 1.237 0.366
C 0.934 1.029 -0.450
N 0.714 -0.559 -0.674
C -0.225 -0.838 -1.712
C -1.509 -1.518 -1.149
C -1.379 -1.044 0.360
C 0.084 -1.075 0.623
H 2.226 2.125 0.852
H 3.070 1.022 -0.262
H 2.341 0.419 1.116
H -0.058 1.205 0.113
H 0.801 1.634 -1.401
H 0.301 -1.655 -2.233
H -0.418 0.055 -2.389
H -1.545 -2.635 -1.295
H -2.359 -1.049 -1.599
H -1.969 -1.793 0.913
H -1.848 -0.114 0.786
H 0.538 -2.143 0.681
H 0.546 -0.533 1.549
O -0.675 2.138 2.061
H -0.093 1.759 1.393
H -1.530 1.763 1.770
*
```

These are the natural (NBO) partial charges, in e, on atoms 1 to 4: C -0.6473; C -0.2120; N -0.4423; C -0.2481

Stability, highest: <a>

<a>
A cluster of 2 separate species, C6H15NO in total. Source: OMol25; level of theory: ωB97M-V/def2-TZVPD.

The SMILES is C/C=C/C.NCCO. The molecular weight is 117.2 g mol⁻¹.

```
! RIJCOSX wB97M-V def2-TZVPD def2/J DEFGRID3
* xyz 0 1
C 1.520 -2.076 1.462
C 0.626 -0.928 1.856
C 1.081 0.243 2.375
C 0.227 1.401 2.811
H 1.310 -2.975 2.049
H 1.378 -2.345 0.417
H 2.572 -1.784 1.618
H -0.465 -1.064 1.723
H 2.139 0.357 2.502
H -0.837 1.193 2.593
H 0.508 2.344 2.349
H 0.305 1.550 3.913
N -1.452 0.247 -0.744
C -1.199 0.895 -2.039
C -0.724 -0.128 -3.037
O -0.471 0.586 -4.265
H -1.937 0.916 -0.152
H -0.551 0.080 -0.262
H -0.421 1.711 -1.994
H -2.164 1.314 -2.427
H -1.486 -0.899 -3.162
H 0.188 -0.593 -2.644
H -0.145 -0.044 -4.942
*
```

These are the natural (NBO) partial charges, in e, on atoms 1 to 4: C -0.6407; C -0.1971; C -0.1861; C -0.6442

<b>
A structure of composition C6H15NO. Source: OMol25; level of theory: ωB97M-V/def2-TZVPD.

The molecular weight is 117.2 g mol⁻¹.

```
! RIJCOSX wB97M-V def2-TZVPD def2/J DEFGRID3
* xyz 0 1
C 2.116 -1.229 0.463
O 2.474 -1.425 -0.879
C 2.402 0.227 0.831
C 1.559 1.128 -0.112
C -0.247 1.396 -0.358
C -1.082 0.177 0.146
N -2.474 0.253 -0.277
C -3.298 -0.937 -0.135
H 2.532 -1.990 1.180
H 1.043 -1.487 0.626
H 2.219 -0.613 -1.348
H 2.167 0.561 1.860
H 3.462 0.322 0.563
H 2.166 1.761 -0.729
H 0.710 1.806 0.335
H -0.837 2.273 -0.070
H -0.097 1.427 -1.435
H -1.047 0.175 1.254
H -0.553 -0.717 -0.211
H -2.402 0.452 -1.270
H -3.867 -0.875 0.798
H -2.765 -1.855 -0.449
H -4.180 -0.832 -0.783
*
```

These are the natural (NBO) partial charges, in e, on atoms 1 to 4: C -0.0611; O -0.7300; C -0.4529; C -0.5815

<c>
A cluster of 2 separate species, C6H15NO in total. Source: OMol25; level of theory: ωB97M-V/def2-TZVPD.

The SMILES is CCC(=CN)CC.O. The molecular weight is 117.2 g mol⁻¹.

```
! RIJCOSX wB97M-V def2-TZVPD def2/J DEFGRID3
* xyz 0 1
C 0.567 -2.509 0.248
C -0.341 -1.586 -0.597
C 0.016 -0.136 -0.386
C -0.757 0.941 -0.816
N -1.874 0.986 -1.593
C 1.154 0.370 0.430
C 2.526 0.297 -0.183
H 1.644 -2.409 0.139
H 0.358 -2.325 1.342
H 0.305 -3.558 0.212
H -0.262 -1.730 -1.731
H -1.456 -1.589 -0.374
H -0.445 2.027 -0.479
H -2.461 1.771 -1.792
H -2.240 0.178 -2.120
H 0.895 1.466 0.624
H 1.264 -0.002 1.436
H 2.629 -0.818 -0.486
H 3.423 0.566 0.525
H 2.476 1.037 -1.013
O -1.119 1.419 2.209
H -1.066 1.850 3.031
H -1.981 1.028 1.986
*
```

These are the natural (NBO) partial charges, in e, on atoms 1 to 4: C -0.6148; C -0.4369; C -0.1270; C 0.0246

Stability, highest: <a>

<a>
An isolated molecule of C6H15NO. Source: OMol25; level of theory: ωB97M-V/def2-TZVPD.

The SMILES is CC(C)NCCCO. The molecular weight is 117.2 g mol⁻¹.

```
! RIJCOSX wB97M-V def2-TZVPD def2/J DEFGRID3
* xyz 0 1
C -0.914 1.215 0.831
C -0.447 1.466 -0.656
C -0.088 2.954 -0.745
N 0.736 0.579 -0.856
C 0.476 -0.850 -1.040
C -0.349 -1.813 -0.122
C 0.343 -2.251 1.156
O 1.755 -2.295 0.958
H -0.544 0.249 1.160
H -0.605 1.805 1.715
H -2.008 1.224 0.820
H -1.210 1.183 -1.383
H -0.587 3.433 0.092
H -0.482 3.374 -1.662
H 1.000 2.945 -0.650
H 1.420 0.742 -0.125
H 1.370 -1.384 -1.358
H -0.114 -0.766 -1.973
H -1.314 -1.276 0.044
H -0.702 -2.668 -0.720
H 0.016 -3.249 1.447
H 0.205 -1.423 1.909
H 2.042 -3.195 1.157
*
```

These are the natural (NBO) partial charges, in e, on atoms 1 to 4: C -0.6522; C -0.0382; C -0.6122; N -0.6299

<b>
A cluster of 2 separate species, C6H15NO in total. Source: OMol25; level of theory: ωB97M-V/def2-TZVPD.

The SMILES is CCC(C)=O.CNC. The molecular weight is 117.2 g mol⁻¹.

```
! RIJCOSX wB97M-V def2-TZVPD def2/J DEFGRID3
* xyz 0 1
C -0.206 1.914 -0.908
C -0.473 0.598 -1.613
C -1.615 -0.358 -1.027
C -2.647 0.200 -0.079
O -1.731 -1.510 -1.446
H 0.772 1.904 -0.417
H -0.160 2.726 -1.643
H -0.953 2.186 -0.162
H 0.457 0.035 -1.733
H -0.829 0.792 -2.629
H -2.878 1.241 -0.312
H -2.284 0.115 0.948
H -3.578 -0.368 -0.184
C 2.067 0.047 1.645
N 0.981 -0.635 0.956
C 1.391 -1.955 0.487
H 1.730 1.039 1.960
H 2.927 0.182 0.980
H 2.388 -0.500 2.537
H 0.176 -0.737 1.575
H 2.235 -1.879 -0.207
H 1.666 -2.610 1.321
H 0.563 -2.426 -0.048
*
```

These are the natural (NBO) partial charges, in e, on atoms 1 to 4: C -0.6182; C -0.5042; C 0.6185; C -0.7300

Stability, highest: <b>